1.
{
  "formula": "C2HNO2",
  "method": "ωB97M-V/def2-TZVPD",
  "e_lumo_ha": 0.01275,
  "smiles": "O=C=O.C#N",
  "homo_lumo_gap_ev": 13.33,
  "elements": ["H", "O", "C", "N", "O", "C"],
  "coordinates": [[-1.62844, -0.74979, -0.09591], [1.61283, -1.34713, 0.05674], [2.02968, -0.27103, -0.09974], [-2.49749, 1.23576, 0.15828], [2.34541, 0.81908, -0.14356], [-1.86199, 0.31311, 0.12420]]
}

=====

2.
{
  "formula": "C2HNO2",
  "method": "ωB97M-V/def2-TZVPD",
  "e_lumo_ha": -0.06501,
  "smiles": "N#CC(=O)O",
  "homo_lumo_gap_ev": 10.00,
  "elements": ["O", "H", "N", "C", "O", "C"],
  "coordinates": [[1.68645, 1.00066, 0.35203], [-0.35445, -1.37983, 0.51260], [-1.70782, 0.07064, -1.18169], [-0.68743, 0.76377, -0.51881], [0.46742, -0.83283, 0.66882], [0.59583, 0.37760, 0.16705]]
}

=====

Energies relative to the most stable structure, in eV: 1 0.000; 2 3.587.

=====

1.
{
  "formula": "C11H18",
  "method": "ωB97M-V/def2-TZVPD",
  "e_lumo_ha": 0.03381,
  "smiles": "Cc1ccccc1.CC(C)C",
  "homo_lumo_gap_ev": 9.95,
  "elements": ["H", "H", "C", "H", "H", "H", "C", "C", "H", "C", "H", "H", "C", "C", "C", "H", "H", "H", "C", "C", "H", "C", "H", "H", "C", "H", "H", "H", "H"],
  "coordinates": [[-2.61487, 2.13772, 1.67593], [-2.99398, 1.98901, -0.00026], [-0.39106, 2.00703, -0.90828], [2.01458, 1.52544, 2.05724], [0.75548, -2.08855, -2.30449], [-1.57256, -2.03030, -1.49341], [0.95489, 1.77893, -1.16666], [-2.29061, 2.44803, 0.69694], [-0.42433, 2.02160, 2.43968], [0.16717, -2.52065, -0.20392], [0.01691, -4.58838, 0.46886], [0.23683, -1.59030, 0.31641], [0.39142, -3.61657, 0.82290], [0.01093, 1.83352, 1.46633], [0.93283, -2.76549, -1.47207], [0.93162, -3.81363, -1.76871], [-1.16829, 2.14120, -1.63773], [2.86886, 1.82508, -0.28008], [-1.38338, -2.43966, -0.50588], [1.36693, 1.64212, 1.21859], [-0.18843, -3.53066, 1.74487], [1.81520, 1.64271, -0.08782], [2.00523, -2.56480, -1.29620], [-1.83896, -1.80185, 0.25375], [-0.87478, 2.03167, 0.40463], [-2.39115, 3.53081, 0.61293], [1.45248, -3.73394, 1.02269], [1.28649, 1.96615, -2.17961], [-1.81617, -3.41997, -0.32276]]
}

=====

2.
{
  "formula": "C11H18",
  "method": "ωB97M-V/def2-TZVPD",
  "e_lumo_ha": 0.03351,
  "smiles": "Cc1ccccc1.CC(C)C",
  "homo_lumo_gap_ev": 9.78,
  "elements": ["H", "H", "H", "C", "H", "H", "H", "H", "H", "C", "C", "C", "H", "H", "C", "H", "H", "C", "C", "C", "H", "H", "H", "C", "C", "C", "H", "H", "H"],
  "coordinates": [[3.02713, -1.04330, 1.53811], [-2.70734, 2.03900, -1.91247], [-1.04508, -1.94346, 0.70002], [1.83155, 0.24009, -0.40040], [-0.26608, -2.83934, -1.38453], [0.28392, 2.10566, 0.54292], [-3.76593, 1.43111, 0.12746], [1.64190, 2.37351, 1.69339], [1.91375, -0.72034, 2.85267], [-1.45562, -1.04167, 0.14373], [-0.29211, -1.89387, -2.00779], [2.52876, -0.23310, 2.08596], [3.13969, 0.58157, 2.49964], [-2.91407, -0.61654, 1.52795], [-2.48796, -0.22224, 0.60236], [2.77778, -0.34496, -0.45251], [-0.89919, -2.11496, -2.88116], [-2.26518, 1.22124, -1.35663], [-1.17236, 0.39411, -1.71402], [-0.95264, -0.89498, -1.12475], [1.86166, 1.09806, -1.09182], [1.18802, -0.49180, -0.86317], [-0.67285, 0.52116, -2.64931], [0.81364, 1.70099, 1.44337], [1.42748, 0.32623, 1.11819], [-2.90802, 0.82316, -0.16947], [0.01435, 1.60136, 2.16718], [0.72704, -1.68829, -2.33672], [0.62775, -0.36839, 1.30181]]
}

=====

Energies relative to the most stable structure, in eV: 1 0.000; 2 1.044.

=====

1.
{
  "formula": "C11H18",
  "method": "ωB97M-V/def2-TZVPD",
  "e_lumo_ha": 0.03564,
  "smiles": "Cc1ccccc1.CC(C)C",
  "homo_lumo_gap_ev": 9.95,
  "elements": ["H", "H", "H", "H", "C", "C", "C", "H", "H", "C", "H", "H", "H", "C", "H", "C", "H", "H", "H", "H", "H", "C", "H", "C", "C", "C", "H", "C", "H"],
  "coordinates": [[1.63434, -0.14223, -2.29033], [0.50547, -2.71450, 0.08586], [0.50355, -1.53113, -1.96032], [-3.84426, 1.84897, -0.57603], [1.42469, -1.03435, -1.70985], [1.02027, -1.82140, 1.96359], [0.91968, -1.84016, 0.58187], [-0.15687, 1.35602, -0.39368], [-4.21191, 0.15565, -1.05616], [1.45836, -0.81907, -0.22103], [-2.54159, 0.95692, -3.19814], [1.76241, -0.69855, 3.63752], [-1.43715, 2.55893, -0.03077], [-1.15488, 1.50420, -0.07000], [-1.22407, 1.14573, 0.96028], [-3.50004, 0.81550, -0.54753], [2.23054, 1.35925, 2.26395], [2.42518, 1.04674, -0.17166], [2.11305, -1.84655, -1.96056], [-3.54709, 0.44002, 0.48097], [-2.54324, 2.44940, -2.33698], [-2.00871, 1.49486, -2.41181], [-1.70448, -0.23111, -1.23625], [2.01816, 0.39314, 1.83454], [2.02304, 0.24944, 0.44296], [1.61365, -0.70849, 2.56269], [0.52036, -2.54282, 2.58432], [-2.05610, 0.77807, -1.06712], [-1.00065, 1.69966, -2.77811]]
}

=====

2.
{
  "formula": "C11H18",
  "method": "ωB97M-V/def2-TZVPD",
  "e_lumo_ha": 0.03444,
  "smiles": "Cc1ccccc1.CC(C)C",
  "homo_lumo_gap_ev": 10.08,
  "elements": ["C", "H", "C", "H", "H", "H", "H", "H", "C", "C", "H", "C", "C", "H", "C", "H", "H", "H", "H", "C", "C", "H", "C", "H", "H", "H", "H", "H", "C"],
  "coordinates": [[-0.55657, 2.27714, 0.67031], [-0.20410, 2.53930, 1.71512], [1.31647, -2.95904, -0.61683], [1.54400, -1.05493, 0.48428], [1.78544, 3.54524, 0.42612], [2.02547, 1.89030, 0.15640], [0.22378, 1.91091, -2.65028], [1.01639, -4.02537, -0.27904], [1.55577, 2.72870, -0.37882], [0.75760, -2.05098, 0.51805], [-0.19195, -3.16754, 2.12594], [0.89743, -2.83609, 1.82821], [-0.47009, 2.08902, -1.72346], [2.45238, -2.79202, -0.65787], [-2.60378, 1.71957, -0.57284], [-0.68716, -0.85420, 1.12087], [2.02444, 2.88616, -1.37882], [-2.57936, 2.30850, 1.50074], [-1.48642, -2.02771, 0.34216], [0.11903, 2.32835, -0.47925], [-1.80299, 1.69481, -1.72914], [0.95382, -2.73821, -1.62290], [-0.58227, -1.39306, 0.25001], [-2.17686, 1.21997, -2.59389], [-0.68825, -0.73529, -0.62144], [1.40229, -2.31814, 2.58353], [1.55949, -3.70051, 1.75235], [-3.62986, 1.54345, -0.77529], [-1.97415, 1.97167, 0.60577]]
}

=====

3.
{
  "formula": "C11H18",
  "method": "ωB97M-V/def2-TZVPD",
  "e_lumo_ha": 0.03696,
  "smiles": "CCc1ccccc1.CCC",
  "homo_lumo_gap_ev": 10.10,
  "elements": ["H", "H", "H", "H", "H", "H", "C", "H", "H", "H", "H", "H", "H", "H", "C", "C", "C", "C", "C", "H", "C", "C", "C", "C", "H", "H", "C", "H", "H"],
  "coordinates": [[-1.10444, -0.78114, 1.24610], [-0.29894, -1.55644, 2.54625], [2.78199, 1.23716, -0.79960], [-1.33746, -3.75059, 1.74811], [3.07863, 0.41069, 1.44221], [-2.63573, 1.95601, -2.67788], [-1.71913, 1.99486, -2.10465], [0.22991, 3.73085, -0.03065], [-2.07488, -1.51963, 2.47123], [1.57232, 1.26190, 2.02606], [-2.02975, 3.66973, -0.76978], [0.95003, -2.62568, 0.66598], [-1.12194, 0.10074, -3.02646], [-2.04439, -2.89924, 0.37687], [0.10501, -3.16016, 0.24784], [0.27314, 0.71992, -1.60172], [0.70119, 1.72132, -0.71448], [-1.18499, -2.93385, 1.03783], [-1.16534, -1.67710, 1.88744], [-0.03667, -2.97424, -0.81185], [-0.85607, 0.91035, -2.36062], [2.05807, 1.61382, -0.07341], [-0.09614, 2.83026, -0.53642], [2.07389, 0.77026, 1.18684], [0.88812, -0.16742, -1.69801], [0.34624, -4.22743, 0.25405], [-1.35567, 2.92203, -1.16681], [1.50807, -0.16482, 1.07754], [2.49492, 2.58784, 0.15799]]
}

=====

4.
{
  "formula": "C11H18",
  "method": "ωB97M-V/def2-TZVPD",
  "e_lumo_ha": 0.03475,
  "smiles": "Cc1ccccc1.CC(C)C",
  "homo_lumo_gap_ev": 9.97,
  "elements": ["H", "C", "C", "C", "C", "H", "H", "C", "C", "H", "H", "H", "C", "H", "H", "H", "H", "H", "H", "H", "H", "C", "C", "H", "H", "C", "H", "C", "H"],
  "coordinates": [[-3.69967, 0.01453, 0.96054], [2.09657, 0.27367, 0.09758], [-3.10583, -0.43200, 1.63024], [-1.99894, -1.24787, 0.84026], [1.34647, 2.81807, -0.73976], [2.28019, -0.68795, 0.67654], [2.96918, 2.53025, -2.10225], [2.80619, 0.78083, -0.96642], [-2.03409, -0.63240, -0.54490], [-3.73982, -1.00443, 2.25090], [-2.62005, 0.50523, 2.18935], [-1.23377, -1.04378, -1.23489], [-2.38904, -2.81377, 0.84451], [-0.11502, 2.76425, 0.82060], [1.18319, 3.83655, -1.10034], [3.41578, -0.49550, -2.50912], [-1.84049, 0.41006, -0.41146], [-1.79679, -3.43531, 0.12266], [0.45615, 0.25503, 1.38000], [-2.95094, -0.57691, -1.04094], [4.73195, 0.71770, -1.96935], [3.95777, 0.11865, -1.56764], [0.63996, 2.18418, 0.26993], [-2.02946, -3.14192, 1.98341], [-0.82269, -1.05071, 1.22962], [0.98294, 0.91034, 0.66550], [-3.35540, -2.98969, 0.48466], [2.45182, 2.07661, -1.34225], [4.41385, -0.64373, -0.91701]]
}

=====

Energies relative to the most stable structure, in eV: 1 0.000; 2 1.981; 3 0.135; 4 2.297.

=====

1.
{
  "formula": "C11H18",
  "method": "ωB97M-V/def2-TZVPD",
  "e_lumo_ha": 0.03634,
  "smiles": "CCc1ccccc1.CCC",
  "homo_lumo_gap_ev": 9.68,
  "elements": ["C", "H", "H", "C", "H", "H", "H", "H", "H", "C", "C", "C", "C", "H", "C", "H", "H", "C", "H", "H", "H", "H", "H", "H", "H", "C", "C", "C", "H"],
  "coordinates": [[0.21688, 0.95300, 0.08519], [3.34265, -0.10715, -2.27028], [-4.05544, 1.64996, 1.30106], [3.38049, -0.43489, -1.30557], [-2.83902, 2.82853, 1.96342], [1.11463, -1.95907, -1.35988], [1.92331, -3.48134, -1.95500], [1.39444, 1.01466, 0.05892], [4.28639, -2.29762, -1.53079], [-2.91229, 0.86711, 3.07949], [-0.31470, 0.15565, -0.96893], [-2.50602, 0.57497, -0.34221], [2.05182, -2.37759, -1.87388], [2.26413, -2.04115, -2.94594], [-1.62273, 0.08626, -1.26935], [3.50624, -2.35887, -0.06723], [-1.97885, -0.47548, -2.19399], [-3.03708, 1.79532, 1.74763], [-0.24789, 1.78189, 2.14013], [4.31187, 0.08399, -0.84351], [2.69841, 0.16248, -0.70984], [-2.96788, 1.61042, 3.89718], [-1.91416, 0.50459, 3.17285], [0.52644, -0.17493, -1.56410], [-3.55632, 0.74089, -0.39079], [-0.67329, 1.41914, 1.09337], [-1.97817, 1.19876, 0.86980], [3.37956, -1.85970, -1.08499], [-3.79341, 0.14014, 3.26724]]
}

=====

2.
{
  "formula": "C11H18",
  "method": "ωB97M-V/def2-TZVPD",
  "e_lumo_ha": 0.03701,
  "smiles": "Cc1ccccc1.CC(C)C",
  "homo_lumo_gap_ev": 10.01,
  "elements": ["C", "C", "H", "H", "C", "C", "C", "H", "H", "C", "C", "H", "C", "H", "C", "H", "H", "H", "H", "H", "H", "H", "H", "H", "C", "H", "H", "C", "H"],
  "coordinates": [[1.27866, 0.17146, -1.76012], [-0.17651, -0.26942, -2.01427], [-0.86758, 0.58074, -1.85211], [1.86430, -0.72667, -1.57446], [-0.74740, -0.49120, 1.93110], [-1.82206, 1.68985, 1.45707], [1.73223, 0.76254, 2.40921], [-1.49641, -1.88562, -1.43321], [0.44080, -2.32548, 2.19179], [1.57807, -0.64566, 2.56947], [-0.53248, -1.44132, -1.10701], [-1.49960, 2.51322, 0.80581], [-0.63673, 0.87830, 1.91023], [-2.56348, 1.08747, 0.92054], [-0.34992, -0.47081, -3.53148], [1.78454, 0.62569, -2.61125], [-2.38550, 2.10723, 2.28550], [0.70996, 2.53706, 1.83723], [-1.76052, -0.90994, 1.86854], [0.06770, -2.31612, -0.89622], [0.22324, 0.18914, -4.15874], [2.32268, -1.36641, 2.85767], [-0.14956, -1.50941, -3.83632], [1.38242, 0.91081, -0.96631], [0.38170, -1.24996, 2.20614], [2.70210, 1.20769, 2.52301], [-1.37487, -0.18220, -3.80907], [0.63478, 1.47050, 1.93624], [-0.74055, -0.94147, -0.15899]]
}

=====

Energies relative to the most stable structure, in eV: 1 1.869; 2 0.000.